{"formula": "C14H41N5O5", "method": "ωB97M-V with the def2-TZVPD basis set", "species": ["C", "O", "C", "C", "C", "N", "H", "H", "H", "H", "H", "H", "H", "H", "H", "H", "H", "C", "O", "C", "C", "C", "N", "H", "H", "H", "H", "H", "H", "H", "H", "H", "H", "H", "C", "O", "C", "C", "C", "N", "H", "H", "H", "H", "H", "H", "H", "H", "H", "H", "H", "N", "C", "N", "O", "H", "H", "H", "H", "C", "O", "H", "H", "H", "H"], "coordinates": [[3.74552, -3.73942, 4.41252], [2.60965, -2.96238, 4.70016], [1.81896, -2.89012, 3.48330], [0.83441, -1.76842, 3.81110], [0.07706, -2.05351, 5.12676], [0.01677, -1.54364, 2.64931], [4.49038, -3.34369, 3.72210], [3.63978, -4.81034, 4.23916], [4.32931, -3.71350, 5.33264], [2.45836, -2.50856, 2.68726], [1.38114, -3.84638, 3.19696], [1.42394, -0.86036, 3.93760], [-0.80206, -1.40947, 5.14826], [0.73049, -2.03068, 5.99889], [-0.44300, -3.01043, 5.17076], [0.60220, -1.37569, 1.84360], [-0.67110, -0.81739, 2.78895], [6.37228, 0.86486, -5.10530], [5.81542, 1.21673, -3.86063], [6.48793, 2.28080, -3.27366], [5.88375, 2.88414, -1.92112], [5.46469, 1.71980, -0.92123], [4.79861, 3.79289, -2.17301], [7.42291, 0.60570, -4.97449], [6.35780, 1.66854, -5.84151], [5.83476, -0.00990, -5.47132], [7.49722, 1.88617, -3.15657], [6.69580, 3.14466, -3.90503], [6.65306, 3.39743, -1.34423], [5.13580, 1.99220, 0.08164], [6.33698, 1.07112, -0.84110], [4.68714, 1.08069, -1.33963], [5.11797, 4.57246, -2.73013], [4.23072, 3.23934, -2.79845], [-5.94097, 0.29589, 1.31114], [-5.45284, -1.03662, 1.09282], [-6.37512, -1.85250, 0.17885], [-5.61825, -3.28308, 0.12005], [-5.81688, -3.94371, 1.48197], [-4.17491, -3.14229, -0.30572], [-5.21312, 0.90749, 1.84431], [-6.88466, 0.07552, 1.81013], [-6.02003, 0.70812, 0.30520], [-7.43122, -1.86730, 0.44818], [-6.37482, -1.38053, -0.80368], [-6.15279, -3.90467, -0.59826], [-6.88824, -4.05524, 1.64882], [-5.59212, -3.21370, 2.25956], [-5.24176, -4.84163, 1.70796], [-3.87334, -2.74547, 0.57275], [-4.14125, -2.35852, -0.94186], [-3.20875, 2.27524, -3.89260], [-3.54845, 1.09147, -4.40313], [-4.76370, 1.08891, -4.84381], [-2.80783, 0.12784, -4.29395], [-2.31215, 2.33178, -3.43107], [-3.78908, 3.06558, -4.13484], [-5.16778, 1.98233, -5.08591], [-5.11065, 0.27250, -5.32672], [-0.07733, 5.24508, 0.97349], [0.41784, 4.14662, 0.31564], [-0.95206, 5.06496, 1.59839], [0.67220, 5.80311, 1.53466], [-0.44018, 5.89956, 0.18097], [1.24536, 4.51967, 0.00317]], "atomic_forces_ev_per_a": [[1.67, -0.05, 2.12], [0.15, -1.20, -2.16], [0.24, 1.64, 1.52], [0.16, -0.49, 0.27], [-0.75, -0.17, -0.92], [-1.04, -0.79, -0.16], [-0.59, 0.43, -0.77], [-0.83, -0.02, -0.43], [0.02, -0.09, 0.35], [0.20, -0.29, -0.31], [-0.19, -0.02, 0.19], [0.46, -0.03, 0.66], [0.32, 0.72, 0.56], [-0.20, 0.50, -0.15], [0.45, -0.53, -0.48], [-0.26, 0.30, -0.07], [0.17, 0.12, -0.22], [0.17, -0.31, 0.20], [-1.52, 0.39, -0.30], [1.53, 0.59, 1.69], [0.40, -2.23, 0.74], [0.30, 0.05, -1.32], [-0.49, -0.34, -0.16], [0.27, -0.20, 0.05], [-0.34, 0.21, -0.03], [0.00, 0.16, -0.02], [0.55, 0.13, 0.87], [-0.68, 0.20, -0.71], [0.40, 0.21, -0.57], [0.17, 0.57, -0.20], [0.08, -0.04, 0.20], [-0.14, 0.14, -0.20], [0.13, 0.21, -0.06], [-0.86, 0.28, -0.16], [0.03, -1.74, -1.08], [-1.18, -1.20, -1.07], [3.12, -0.04, 0.64], [-0.96, 0.91, -0.56], [0.05, 1.00, 0.55], [-2.04, -0.24, 1.44], [-0.15, -0.40, 0.37], [-0.25, 1.32, 0.17], [-0.65, 0.61, 0.09], [0.09, -0.16, 0.87], [0.36, 0.11, -0.21], [0.03, 0.14, -0.34], [-0.06, -0.66, -0.24], [0.52, 0.08, 0.08], [-0.19, -0.08, -0.43], [1.19, 0.25, 0.04], [0.12, 0.12, -0.34], [0.69, 1.91, 0.48], [3.24, -1.22, 1.91], [-4.17, -0.41, -2.27], [-0.07, -0.58, -0.39], [-0.29, 0.36, -0.27], [0.70, 0.17, 0.55], [-0.27, -0.45, -0.04], [0.16, 0.22, 0.05], [-1.44, 2.00, -0.10], [1.04, -1.22, 0.01], [0.25, -0.55, 0.14], [0.06, -0.13, 0.30], [-0.25, 0.74, 0.17], [0.36, -0.85, -0.52]], "gap_ev": 9.20, "largest_force_ev_per_a": 4.8, "smiles": "COC[C@H](C)N.COC[C@H](C)N.COC[C@H](C)N.NC(N)=O.CO", "total_energy_ha": -1207.84233, "multiplicity": 1, "homo_ha": -0.3201}

{"formula": "C14H41O7Sr", "method": "ωB97M-V with the def2-TZVPD basis set", "species": ["Sr", "C", "C", "O", "H", "H", "H", "H", "H", "C", "C", "O", "H", "H", "H", "H", "H", "H", "C", "C", "O", "H", "H", "H", "H", "H", "H", "C", "C", "O", "H", "H", "H", "H", "H", "H", "C", "C", "O", "H", "H", "H", "H", "H", "H", "C", "C", "O", "H", "H", "H", "H", "H", "H", "C", "C", "O", "H", "H", "H", "H", "H", "H"], "coordinates": [[-1.66836, 0.61448, 2.60169], [0.52472, -1.03700, -0.75691], [0.98993, 0.19261, -0.00776], [0.19319, 0.57990, 1.06488], [0.43305, -1.94579, -0.15328], [1.18953, -1.29096, -1.58497], [-0.50014, -0.87665, -1.11250], [1.02933, 0.99878, -0.75671], [2.04368, 0.05505, 0.28968], [-0.11877, 4.60220, 4.55819], [-0.76872, 4.24651, 3.21323], [-0.52241, 2.87571, 2.85279], [0.71206, 3.94056, 4.80364], [-0.82311, 4.54261, 5.38918], [0.26859, 5.62011, 4.52294], [-0.31980, 4.86703, 2.44272], [-1.84198, 4.37614, 3.31263], [0.36752, 2.77688, 2.44528], [-4.07240, -1.49332, -3.65223], [-3.38640, -0.47342, -2.74220], [-4.25361, -0.18792, -1.61525], [-4.62960, -0.93878, -4.40607], [-4.71260, -2.18848, -3.12456], [-3.28556, -2.00735, -4.21558], [-3.17416, 0.42889, -3.31428], [-2.42709, -0.78087, -2.31642], [-3.94155, -0.61620, -0.81804], [2.99219, -4.11672, 2.03115], [1.86602, -4.46701, 1.07705], [2.19347, -4.03927, -0.24597], [3.91727, -4.63785, 1.78832], [2.73145, -4.36696, 3.06006], [3.16320, -3.04401, 1.92196], [0.94665, -3.97549, 1.40938], [1.67563, -5.54505, 1.06518], [1.47885, -3.48235, -0.56160], [0.55922, 2.54230, -3.19194], [-0.51147, 1.63232, -3.75579], [-1.42352, 2.42520, -4.51904], [0.14969, 3.20112, -2.42440], [0.99357, 3.20368, -3.94858], [1.45241, 2.05723, -2.78682], [-1.03511, 1.16163, -2.92674], [-0.07561, 0.86455, -4.40047], [-1.04613, 2.51573, -5.39806], [3.77797, 3.81731, 2.43188], [3.39887, 2.44388, 1.93120], [2.06951, 2.12889, 2.41781], [4.84213, 3.98780, 2.26728], [3.61333, 3.89501, 3.50935], [3.18991, 4.61202, 1.97294], [4.11110, 1.68815, 2.27259], [3.36292, 2.37984, 0.83988], [1.64176, 1.46036, 1.85729], [-1.49296, -4.71363, -0.95973], [-2.25960, -3.49654, -0.54288], [-1.78142, -3.05396, 0.72779], [-1.87316, -5.06878, -1.91638], [-1.60575, -5.53712, -0.25315], [-0.42037, -4.51478, -1.00684], [-3.31869, -3.77774, -0.45163], [-2.22125, -2.68720, -1.27419], [-2.36743, -2.37330, 1.06306]], "atomic_forces_ev_per_a": [[2.54, 0.87, -1.56], [-0.55, -0.60, 0.15], [0.43, 0.14, -0.60], [-1.75, -0.28, 1.58], [0.18, 0.29, 0.41], [-0.10, 0.26, -0.14], [0.16, 0.13, -0.31], [-0.07, 0.08, 0.13], [-0.12, -0.14, 0.21], [-0.07, 0.02, 0.08], [0.93, -0.03, 0.89], [-0.93, -0.86, -0.13], [0.06, -0.01, -0.25], [-0.04, 0.00, -0.06], [-0.04, 0.01, 0.07], [-0.42, 0.11, -0.22], [-0.09, 0.11, -0.49], [0.22, 0.10, 0.30], [1.12, 0.64, -0.56], [-0.40, -0.51, 0.78], [-0.11, 0.82, -0.25], [-0.37, -0.18, 0.14], [0.03, -0.10, 0.11], [-0.22, -0.28, 0.09], [-0.27, 0.25, 0.27], [0.02, -0.36, -0.35], [0.19, -0.29, -0.25], [-0.08, 0.12, -0.27], [0.00, -0.16, 0.09], [-0.01, -0.06, 0.08], [-0.03, -0.01, -0.12], [-0.05, 0.09, 0.01], [0.16, -0.01, 0.29], [-0.06, -0.03, 0.00], [0.02, 0.04, -0.01], [0.11, 0.00, -0.09], [0.88, 0.57, 0.10], [0.61, 0.61, -0.32], [-0.30, -0.47, 0.28], [-0.06, -0.08, 0.03], [-0.35, -0.08, -0.22], [-0.33, -0.41, 0.18], [-0.28, -0.08, -0.17], [-0.02, -0.16, 0.17], [-0.07, 0.11, -0.03], [0.10, -0.04, 0.23], [-0.71, -0.13, -0.10], [0.20, 0.25, 0.11], [-0.06, 0.15, -0.14], [0.01, -0.19, -0.01], [0.07, -0.06, -0.19], [-0.10, 0.02, 0.15], [0.20, 0.23, 0.01], [-0.02, -0.25, -0.11], [0.41, -0.24, 0.06], [-1.00, -0.23, 0.11], [0.37, 0.15, 0.38], [0.21, 0.07, -0.13], [-0.19, 0.14, 0.13], [-0.07, 0.02, -0.30], [0.07, 0.09, 0.02], [0.30, -0.02, -0.12], [-0.24, -0.12, -0.15]], "gap_ev": 6.83, "total_charge": 1, "largest_force_ev_per_a": 3.1, "total_energy_ha": -1115.11010, "relative_energy_ev": 0.000, "multiplicity": 1, "homo_ha": -0.4399}